# 1
Molecular formula: H2
Method: DFT, wB97M-V/def2-TZVPD

**LUMO level**: 0.42 eV
**Total charge**: 0
**Largest force on an atom**: 4.9 eV/A
**HOMO-LUMO gap**: 12.44 eV
**HOMO energy**: -12.02 eV
**Multiplicity**: 1
**E_tot**: -29.3640 eV

XYZ file:
```
2
Properties=species:S:1:pos:R:3:mulliken_charge:R:1
H 0.000 0.000 0.650 0.0000
H 0.000 0.000 -0.650 0.0000
```

---

# 2
Molecular formula: H20NO13
Method: DFT, wB97M-V/def2-TZVPD

**LUMO level**: 2.56 eV
**Total charge**: -1
**Largest force on an atom**: 6.2 eV/A
**HOMO-LUMO gap**: 9.83 eV
**HOMO energy**: -7.27 eV
**Multiplicity**: 1
**E_tot**: -28430.8857 eV

XYZ file:
```
34
Properties=species:S:1:pos:R:3:nbo_charge:R:1
N -15.790 -25.310 -6.745 0.7117
O -15.620 -25.337 -8.009 -0.5400
O -14.761 -25.029 -6.051 -0.5711
O -16.863 -24.905 -6.235 -0.5161
O -18.046 -24.252 -3.409 -0.9605
H -17.516 -24.292 -2.575 0.4689
H -17.567 -24.953 -3.917 0.5004
O -15.653 -22.210 -9.233 -0.9471
H -15.223 -22.540 -8.448 0.4801
H -16.154 -21.467 -8.877 0.4662
O -16.090 -26.336 -3.592 -0.9669
H -16.796 -26.934 -3.745 0.4662
H -15.307 -26.556 -4.041 0.5060
O -13.198 -26.943 -4.254 -0.9438
H -12.721 -26.536 -4.926 0.4787
H -12.572 -27.572 -3.833 0.4694
O -15.599 -25.568 -10.738 -0.9673
H -16.356 -25.165 -11.131 0.4615
H -15.681 -25.434 -9.778 0.4948
O -15.455 -23.261 -4.181 -1.0028
H -16.436 -23.328 -4.020 0.4858
H -15.437 -23.843 -4.891 0.4765
O -17.371 -22.254 -6.459 -0.9697
H -16.711 -21.700 -6.008 0.4687
H -17.068 -23.162 -6.369 0.4808
O -13.283 -27.481 -8.842 -0.9246
H -13.685 -26.654 -8.731 0.4701
H -13.737 -27.846 -8.099 0.4515
O -13.072 -24.129 -7.970 -0.9720
H -13.541 -24.651 -7.308 0.4800
H -13.421 -24.336 -8.795 0.4650
O -12.763 -22.732 -5.102 -0.9365
H -12.868 -23.643 -5.313 0.4583
H -13.415 -22.691 -4.438 0.4780
```

---

# 3
Molecular formula: H20NeO10
Method: DFT, wB97M-V/def2-TZVPD

**LUMO level**: -0.39 eV
**Total charge**: 0
**Largest force on an atom**: 1.0 eV/A
**HOMO-LUMO gap**: 9.97 eV
**HOMO energy**: -10.37 eV
**Multiplicity**: 1
**E_tot**: -24309.3284 eV

XYZ file:
```
31
Properties=species:S:1:pos:R:3:nbo_charge:R:1
Ne 0.236 -0.100 -0.415 -0.0008
O -0.963 -2.645 -1.150 -0.9734
H -1.699 -2.071 -0.941 0.4996
H -0.660 -2.344 -2.007 0.4837
O 1.353 3.260 -1.181 -0.9783
H 1.797 2.412 -1.170 0.4974
H 1.309 3.519 -0.260 0.4718
O 1.133 -3.319 0.634 -0.9827
H 0.689 -4.019 1.113 0.4736
H 0.474 -2.991 0.023 0.5051
O 2.904 0.858 -0.695 -0.9748
H 2.693 0.212 -0.020 0.5046
H 3.200 0.337 -1.441 0.4683
O -3.471 -1.280 -0.489 -0.9605
H -3.827 -1.338 0.397 0.4807
H -4.103 -0.743 -0.967 0.4897
O 2.221 -0.985 1.413 -0.9951
H 2.213 -1.864 1.034 0.4987
H 1.587 -1.025 2.128 0.4883
O -0.136 1.800 -3.671 -0.9559
H -0.718 2.460 -4.048 0.4650
H -0.070 2.038 -2.746 0.4886
O -1.869 1.741 -0.848 -0.9589
H -1.052 1.862 -0.365 0.4902
H -2.145 0.849 -0.635 0.4637
O 0.101 1.982 1.649 -0.9606
H 0.154 1.147 2.114 0.4903
H -0.699 2.391 1.979 0.4668
O -0.033 -0.561 3.213 -0.9577
H 0.103 -0.354 4.137 0.4869
H -0.721 -1.227 3.215 0.4858
```

---

# 4
Molecular formula: H20O10
Method: DFT, wB97M-V/def2-TZVPD

**LUMO level**: -0.50 eV
**Total charge**: 0
**Largest force on an atom**: 6.3 eV/A
**HOMO-LUMO gap**: 8.59 eV
**HOMO energy**: -9.10 eV
**Multiplicity**: 1
**SMILES**: O.O.O.O.O.O.O.O.O.O
**E_tot**: -20796.9277 eV

XYZ file:
```
30
Properties=species:S:1:pos:R:3:nbo_charge:R:1
O 0.841 -0.625 -0.450 -0.9487
H 0.929 0.199 0.042 0.4509
H 0.751 -1.298 0.234 0.4878
O -0.587 -0.373 -1.747 -0.9303
H 0.139 -0.141 -2.336 0.4721
H -0.707 -1.320 -1.883 0.4616
O -2.424 3.859 -0.971 -0.9224
H -1.908 4.647 -0.768 0.4609
H -1.943 3.145 -0.537 0.4620
O -3.738 0.681 1.943 -0.9202
H -2.853 0.898 2.257 0.4564
H -3.622 0.535 0.998 0.4642
O -4.009 -1.413 0.354 -0.9206
H -3.106 -1.082 0.404 0.4551
H -3.948 -2.176 -0.232 0.4659
O 1.239 3.955 0.013 -0.9294
H 0.869 3.066 0.007 0.4607
H 0.583 4.486 -0.452 0.4683
O 1.764 -2.962 0.723 -0.9522
H 2.134 -2.831 1.603 0.4805
H 1.398 -3.853 0.752 0.4810
O 3.797 -1.003 -0.515 -0.9515
H 3.090 -0.444 -0.174 0.4732
H 3.339 -1.654 -1.059 0.4720
O -1.173 -3.461 -0.539 -0.9318
H -1.854 -3.135 -1.138 0.4640
H -1.267 -2.908 0.246 0.4694
O 4.265 1.433 1.259 -0.9381
H 4.278 1.644 0.318 0.4738
H 3.724 2.129 1.648 0.4654
```

---

# 5
Molecular formula: H20O10
Method: DFT, wB97M-V/def2-TZVPD

**LUMO level**: -0.38 eV
**Total charge**: 0
**Largest force on an atom**: 12.8 eV/A
**HOMO-LUMO gap**: 9.62 eV
**HOMO energy**: -10.00 eV
**Multiplicity**: 1
**SMILES**: O.O.O.O.O.O.O.O.O.O
**E_tot**: -20795.9208 eV

XYZ file:
```
30
Properties=species:S:1:pos:R:3:nbo_charge:R:1
O -2.534 1.065 -3.175 -0.9654
H -3.323 0.523 -3.044 0.4551
H -1.898 0.574 -2.572 0.4981
O 0.113 1.982 2.204 -0.9745
H 0.261 1.124 2.530 0.4539
H 0.981 2.296 1.977 0.5003
O 1.669 -3.490 -1.088 -0.9374
H 1.764 -3.241 -2.059 0.4701
H 1.065 -2.787 -0.707 0.4673
O 1.117 -0.881 2.503 -0.9695
H 0.887 -0.916 3.346 0.4924
H 1.619 -1.484 2.055 0.5045
O -1.681 0.640 -0.750 -0.9929
H -0.938 0.655 -0.070 0.5004
H -2.662 0.744 -0.368 0.5068
O 2.453 1.354 1.838 -0.9552
H 1.963 0.636 2.084 0.4720
H 2.858 1.083 0.952 0.4782
O -2.056 -2.479 -1.462 -0.9152
H -1.396 -3.174 -1.513 0.4545
H -1.293 -1.836 -1.386 0.4599
O -2.156 0.684 3.004 -0.9590
H -1.724 1.334 2.720 0.4728
H -1.928 -0.263 2.867 0.4851
O 3.199 -1.099 -1.222 -0.9503
H 3.052 -0.240 -1.780 0.4732
H 3.565 -1.715 -1.916 0.4769
O -0.916 2.562 -1.690 -0.9289
H -1.673 3.178 -1.998 0.4775
H -0.387 3.170 -1.281 0.4491
```

---

# 6
Molecular formula: H20O10
Method: DFT, wB97M-V/def2-TZVPD

**LUMO level**: 0.26 eV
**Total charge**: 0
**Largest force on an atom**: 2.5 eV/A
**HOMO-LUMO gap**: 11.27 eV
**HOMO energy**: -11.00 eV
**Multiplicity**: 1
**SMILES**: O.O.O.O.O.O.O.O.O.O
**E_tot**: -20801.0343 eV

XYZ file:
```
30
Properties=species:S:1:pos:R:3:nbo_charge:R:1
O -0.720 1.314 0.020 -0.9948
H -1.299 2.099 0.012 0.5101
H -0.938 0.814 -0.754 0.5017
O -1.914 -2.591 -0.521 -0.9627
H -2.354 -2.087 -1.285 0.4730
H -1.023 -2.151 -0.506 0.4961
O 1.851 2.018 -0.825 -0.9815
H 0.903 2.071 -0.719 0.4969
H 1.964 1.363 -1.522 0.4897
O 2.973 0.388 1.024 -0.9919
H 2.764 1.180 0.465 0.5094
H 3.820 0.619 1.406 0.4680
O 3.129 -0.245 -1.818 -0.9930
H 4.076 -0.235 -1.972 0.4789
H 3.023 -0.346 -0.828 0.5059
O -0.152 -0.807 -1.856 -1.0182
H 0.537 -0.531 -2.512 0.4874
H 0.394 -1.166 -1.107 0.5002
O -2.890 -0.449 1.214 -0.9778
H -2.652 -0.773 2.066 0.4975
H -2.818 -1.174 0.630 0.4974
O 0.843 -1.739 0.381 -0.9895
H 1.616 -2.195 0.677 0.4937
H 0.503 -1.253 1.173 0.5232
O -0.490 -0.105 2.509 -0.9948
H 0.213 0.465 2.776 0.4768
H -0.852 0.392 1.716 0.5169
O -3.294 1.985 0.208 -0.9925
H -3.857 2.096 -0.541 0.4658
H -3.354 1.044 0.493 0.5082
```

---

# 7
Molecular formula: H20O10
Method: DFT, wB97M-V/def2-TZVPD

**LUMO level**: -0.54 eV
**Total charge**: 0
**Largest force on an atom**: 0.9 eV/A
**HOMO-LUMO gap**: 9.97 eV
**HOMO energy**: -10.51 eV
**Multiplicity**: 1
**SMILES**: O.O.O.O.O.O.O.O.O.O
**E_tot**: -20799.9101 eV

XYZ file:
```
30
Properties=species:S:1:pos:R:3:nbo_charge:R:1
O -22.373 -18.375 -3.963 -0.9731
H -21.544 -18.736 -3.623 0.4994
H -22.113 -17.604 -4.480 0.4860
O -23.360 -15.647 -5.201 -0.9559
H -24.056 -15.334 -4.607 0.4884
H -22.564 -15.189 -4.909 0.4853
O -20.818 -20.413 -0.530 -0.9748
H -21.702 -20.170 -0.211 0.5042
H -20.624 -19.778 -1.228 0.4757
O -20.903 -21.458 -3.107 -0.9788
H -20.761 -21.441 -2.140 0.4916
H -20.165 -21.967 -3.462 0.4718
O -18.103 -20.378 -4.262 -0.9455
H -18.756 -19.750 -3.924 0.4798
H -17.495 -19.849 -4.789 0.4637
O -24.894 -19.156 -3.335 -0.9774
H -25.136 -18.227 -3.317 0.4592
H -23.976 -19.165 -3.683 0.5094
O -23.394 -19.386 -0.957 -0.9806
H -24.138 -19.742 -1.468 0.5111
H -23.383 -18.452 -1.179 0.4681
O -25.043 -17.206 -6.626 -0.9582
H -24.324 -16.744 -6.147 0.4826
H -25.277 -16.617 -7.349 0.4589
O -19.642 -18.383 -2.605 -0.9692
H -18.696 -18.202 -2.530 0.4900
H -20.065 -17.685 -2.089 0.4863
O -20.926 -17.568 -6.812 -0.9349
H -20.370 -16.802 -6.629 0.4594
H -21.455 -17.307 -7.575 0.4774
```

---

# 8
Molecular formula: H20O10
Method: DFT, wB97M-V/def2-TZVPD

**LUMO level**: -0.31 eV
**Total charge**: 0
**Largest force on an atom**: 5.2 eV/A
**HOMO-LUMO gap**: 10.54 eV
**HOMO energy**: -10.84 eV
**Multiplicity**: 1
**SMILES**: O.O.O.O.O.O.O.O.O.O
**E_tot**: -20797.3366 eV

XYZ file:
```
30
Properties=species:S:1:pos:R:3:nbo_charge:R:1
O 1.000 -0.033 -0.177 -0.9226
H 0.423 -0.427 -0.870 0.4465
H 1.156 0.842 -0.528 0.4873
O 0.445 -0.594 3.919 -0.9381
H 0.327 -1.354 3.347 0.4751
H 1.153 -0.071 3.422 0.4599
O -1.478 -2.907 -1.252 -0.9060
H -1.974 -3.299 -1.877 0.4538
H -0.750 -2.627 -1.788 0.4432
O -3.855 0.758 1.689 -0.9379
H -3.514 0.339 0.969 0.4553
H -3.400 0.461 2.508 0.4884
O 1.217 -3.050 -1.474 -0.9118
H 0.844 -2.816 -2.384 0.4402
H 0.914 -3.958 -1.488 0.4810
O 1.157 2.240 2.859 -0.9303
H 1.929 1.713 2.456 0.4639
H 0.640 1.615 3.334 0.4699
O -2.372 1.118 -2.136 -0.9286
H -1.551 1.251 -1.730 0.4594
H -2.990 1.558 -1.516 0.4686
O 2.827 -0.975 -1.706 -0.9344
H 1.855 -0.908 -1.561 0.4563
H 2.921 -1.788 -2.202 0.4597
O -1.395 2.106 0.663 -0.9512
H -0.576 1.531 0.387 0.4791
H -2.213 1.639 0.447 0.4584
O 2.303 2.204 -0.860 -0.9616
H 1.732 2.821 -1.382 0.4766
H 3.225 2.611 -1.069 0.4996
```

---

# 9
Molecular formula: H20O10
Method: DFT, wB97M-V/def2-TZVPD

**LUMO level**: -0.42 eV
**Total charge**: 0
**Largest force on an atom**: 10.4 eV/A
**HOMO-LUMO gap**: 8.31 eV
**HOMO energy**: -8.73 eV
**Multiplicity**: 1
**E_tot**: -20786.5011 eV

XYZ file:
```
30
Properties=species:S:1:pos:R:3:nbo_charge:R:1
O -0.421 -0.673 1.962 -0.8197
H -1.322 -0.990 1.897 0.5362
H 0.040 -1.357 2.446 0.5441
O 1.883 -0.458 -1.557 -0.8863
H 2.108 0.472 -1.566 0.5212
H 2.598 -0.873 -1.074 0.5228
O -1.013 1.800 -1.857 -1.0076
H -0.744 1.814 -0.938 0.4444
H -1.351 0.916 -1.995 0.4315
O 0.177 0.466 0.281 -0.9242
H -0.041 0.077 1.128 0.4603
H 0.310 -0.284 -0.300 0.4887
O 0.414 -2.596 -0.204 -0.9712
H -0.266 -2.085 -0.642 0.4846
H 1.183 -2.504 -0.766 0.4502
O -0.072 -1.109 -1.685 -0.9844
H -0.499 -0.909 -2.518 0.4918
H 0.810 -0.749 -1.774 0.4560
O 2.161 0.389 1.031 -0.9685
H 1.388 0.071 0.564 0.4419
H 2.701 0.796 0.353 0.4359
O -1.340 0.888 2.927 -0.9891
H -0.871 0.301 2.334 0.4183
H -1.222 0.499 3.793 0.4453
O -0.645 2.503 0.461 -0.9811
H -0.739 2.579 1.411 0.4795
H -0.283 1.627 0.325 0.4345
O -1.871 0.113 -1.296 -0.8955
H -2.120 -0.725 -1.687 0.4475
H -0.952 0.001 -1.055 0.4931
```

---

Question: Which of these has the highest E_tot?
Answer: H2

---

Question: Look up the LUMO level of the sixth one.
Answer: 0.26 eV

---

What did the fifth record say?
Molecular formula: H20O10
Method: DFT, wB97M-V/def2-TZVPD

**LUMO level**: -0.38 eV
**Total charge**: 0
**Largest force on an atom**: 12.8 eV/A
**HOMO-LUMO gap**: 9.62 eV
**HOMO energy**: -10.00 eV
**Multiplicity**: 1
**SMILES**: O.O.O.O.O.O.O.O.O.O
**E_tot**: -20795.9208 eV

XYZ file:
```
30
Properties=species:S:1:pos:R:3:nbo_charge:R:1
O -2.534 1.065 -3.175 -0.9654
H -3.323 0.523 -3.044 0.4551
H -1.898 0.574 -2.572 0.4981
O 0.113 1.982 2.204 -0.9745
H 0.261 1.124 2.530 0.4539
H 0.981 2.296 1.977 0.5003
O 1.669 -3.490 -1.088 -0.9374
H 1.764 -3.241 -2.059 0.4701
H 1.065 -2.787 -0.707 0.4673
O 1.117 -0.881 2.503 -0.9695
H 0.887 -0.916 3.346 0.4924
H 1.619 -1.484 2.055 0.5045
O -1.681 0.640 -0.750 -0.9929
H -0.938 0.655 -0.070 0.5004
H -2.662 0.744 -0.368 0.5068
O 2.453 1.354 1.838 -0.9552
H 1.963 0.636 2.084 0.4720
H 2.858 1.083 0.952 0.4782
O -2.056 -2.479 -1.462 -0.9152
H -1.396 -3.174 -1.513 0.4545
H -1.293 -1.836 -1.386 0.4599
O -2.156 0.684 3.004 -0.9590
H -1.724 1.334 2.720 0.4728
H -1.928 -0.263 2.867 0.4851
O 3.199 -1.099 -1.222 -0.9503
H 3.052 -0.240 -1.780 0.4732
H 3.565 -1.715 -1.916 0.4769
O -0.916 2.562 -1.690 -0.9289
H -1.673 3.178 -1.998 0.4775
H -0.387 3.170 -1.281 0.4491
```

---

Copy entry 2 word for word.
Molecular formula: H20NO13
Method: DFT, wB97M-V/def2-TZVPD

**LUMO level**: 2.56 eV
**Total charge**: -1
**Largest force on an atom**: 6.2 eV/A
**HOMO-LUMO gap**: 9.83 eV
**HOMO energy**: -7.27 eV
**Multiplicity**: 1
**E_tot**: -28430.8857 eV

XYZ file:
```
34
Properties=species:S:1:pos:R:3:nbo_charge:R:1
N -15.790 -25.310 -6.745 0.7117
O -15.620 -25.337 -8.009 -0.5400
O -14.761 -25.029 -6.051 -0.5711
O -16.863 -24.905 -6.235 -0.5161
O -18.046 -24.252 -3.409 -0.9605
H -17.516 -24.292 -2.575 0.4689
H -17.567 -24.953 -3.917 0.5004
O -15.653 -22.210 -9.233 -0.9471
H -15.223 -22.540 -8.448 0.4801
H -16.154 -21.467 -8.877 0.4662
O -16.090 -26.336 -3.592 -0.9669
H -16.796 -26.934 -3.745 0.4662
H -15.307 -26.556 -4.041 0.5060
O -13.198 -26.943 -4.254 -0.9438
H -12.721 -26.536 -4.926 0.4787
H -12.572 -27.572 -3.833 0.4694
O -15.599 -25.568 -10.738 -0.9673
H -16.356 -25.165 -11.131 0.4615
H -15.681 -25.434 -9.778 0.4948
O -15.455 -23.261 -4.181 -1.0028
H -16.436 -23.328 -4.020 0.4858
H -15.437 -23.843 -4.891 0.4765
O -17.371 -22.254 -6.459 -0.9697
H -16.711 -21.700 -6.008 0.4687
H -17.068 -23.162 -6.369 0.4808
O -13.283 -27.481 -8.842 -0.9246
H -13.685 -26.654 -8.731 0.4701
H -13.737 -27.846 -8.099 0.4515
O -13.072 -24.129 -7.970 -0.9720
H -13.541 -24.651 -7.308 0.4800
H -13.421 -24.336 -8.795 0.4650
O -12.763 -22.732 -5.102 -0.9365
H -12.868 -23.643 -5.313 0.4583
H -13.415 -22.691 -4.438 0.4780
```